Computed, not measured: a 14-piece molecular cluster, C56H84O42 overall at a distorted geometry, with the ωB97M-V functional and the def2-TZVPD basis.

Summary:
* energy above the lowest of the compared OMol25 structures with the same formula, charge and spin: 6.763 eV
* max |F|: 8.49 eV/Å
* E_HOMO: -0.3210 hartree

Each line ends with the Mulliken charge.
Atoms and positions in Å:
C -12.323 -19.722 15.001  -1.69
C -12.607 -19.451 13.515  0.71
C -12.664 -20.730 12.691  -0.78
O -13.870 -20.736 12.003  0.64
C -14.656 -19.761 12.490  0.07
O -15.810 -19.504 12.205  -0.32
O -13.982 -19.111 13.475  -0.41
H -12.294 -18.822 15.616  0.40
H -11.306 -20.073 15.172  0.41
H -12.978 -20.512 15.370  0.37
H -11.898 -18.733 13.104  0.05
H -12.523 -21.619 13.307  0.38
H -11.842 -20.603 11.987  0.37
C -12.956 -22.867 5.211  -1.30
C -12.840 -22.163 3.834  0.72
C -12.209 -20.783 3.846  0.26
O -11.302 -20.876 2.761  -0.38
C -11.347 -22.064 2.175  0.53
O -10.775 -22.331 1.075  -0.63
O -12.034 -22.903 2.989  -0.47
H -13.527 -23.794 5.263  0.39
H -13.601 -22.318 5.897  0.00
H -11.964 -22.951 5.654  0.57
H -13.751 -22.084 3.241  0.21
H -11.697 -20.713 4.806  0.16
H -12.977 -20.010 3.814  -0.13
C -14.383 -20.546 8.171  0.58
C -15.742 -20.730 8.860  1.90
C -16.714 -19.525 8.721  1.01
O -17.995 -20.165 8.521  -0.59
C -17.800 -21.428 8.066  -0.64
O -18.639 -22.133 7.553  0.24
O -16.503 -21.720 8.140  0.21
H -13.915 -21.530 8.131  -0.63
H -13.666 -19.812 8.538  -0.48
H -14.553 -20.286 7.126  -0.38
H -15.674 -20.996 9.915  -0.33
H -16.479 -18.806 7.936  -1.02
H -16.728 -19.038 9.697  -0.29
C -17.316 -25.215 6.988  -0.64
C -17.088 -24.717 5.544  0.14
C -18.333 -23.976 5.019  0.21
O -17.893 -22.676 4.610  -0.34
C -16.597 -22.531 5.003  0.31
O -15.830 -21.564 4.779  -0.27
O -16.176 -23.656 5.566  -0.15
H -17.972 -26.079 6.881  0.24
H -17.788 -24.476 7.635  -0.10
H -16.364 -25.555 7.397  0.31
H -16.669 -25.462 4.867  0.39
H -19.135 -23.835 5.743  -0.43
H -18.804 -24.641 4.294  0.49
C -19.654 -25.810 10.188  -0.48
C -20.880 -26.663 10.444  0.51
C -20.507 -28.123 10.631  -0.11
O -21.153 -28.465 11.843  -0.38
C -21.629 -27.409 12.480  0.55
O -22.103 -27.438 13.567  -0.55
O -21.486 -26.299 11.687  -0.40
H -20.022 -24.799 10.367  -0.29
H -19.317 -26.022 9.174  0.04
H -18.897 -25.985 10.952  0.44
H -21.614 -26.481 9.659  0.23
H -19.448 -28.280 10.838  0.30
H -20.992 -28.651 9.811  0.15
C -17.839 -19.230 3.262  -1.26
C -19.216 -19.040 3.927  0.48
C -19.246 -19.847 5.177  1.28
O -19.592 -18.905 6.131  0.31
C -19.853 -17.714 5.561  0.06
O -20.126 -16.653 6.216  -0.54
O -19.495 -17.770 4.341  -0.31
H -17.053 -18.913 3.947  0.12
H -17.784 -18.596 2.377  0.53
H -17.719 -20.275 2.976  0.27
H -20.029 -19.242 3.230  0.18
H -18.278 -20.276 5.434  -0.89
H -19.990 -20.635 5.058  -0.38
C -20.840 -30.188 6.785  -1.51
C -20.638 -29.065 5.773  0.44
C -21.827 -28.697 4.865  -0.47
O -21.789 -27.284 4.903  -0.35
C -20.978 -26.849 5.887  0.53
O -20.869 -25.713 6.224  -0.31
O -20.383 -27.870 6.449  -0.28
H -20.007 -30.258 7.485  0.33
H -20.968 -31.193 6.383  0.42
H -21.780 -30.030 7.314  0.37
H -19.783 -29.291 5.136  0.25
H -22.749 -29.099 5.285  0.30
H -21.743 -29.129 3.868  0.32
C -21.804 -23.069 8.438  -1.05
C -22.088 -21.756 7.650  2.17
C -22.545 -22.015 6.217  0.08
O -23.896 -21.646 6.275  -0.42
C -24.210 -20.996 7.408  0.49
O -25.248 -20.443 7.754  -0.59
O -23.129 -21.008 8.262  -0.51
H -21.551 -22.913 9.487  0.16
H -20.916 -23.493 7.968  -0.01
H -22.635 -23.774 8.441  0.42
H -21.184 -21.165 7.502  -0.86
H -22.340 -23.063 6.001  0.15
H -22.055 -21.419 5.447  0.07
C -19.572 -18.842 12.735  -1.72
C -19.520 -19.356 11.287  1.98
C -20.892 -19.842 10.835  -0.19
O -21.108 -19.103 9.677  -0.30
C -20.250 -18.073 9.597  0.28
O -20.286 -17.144 8.783  -0.49
O -19.286 -18.233 10.507  -0.07
H -19.813 -19.702 13.360  0.47
H -20.343 -18.080 12.854  0.44
H -18.636 -18.475 13.155  0.18
H -18.850 -20.182 11.046  -0.73
H -21.696 -19.523 11.498  0.44
H -20.925 -20.931 10.816  -0.16
C -14.915 -15.630 12.763  -1.42
C -15.257 -15.172 11.334  0.35
C -14.986 -16.280 10.288  1.44
O -16.087 -16.272 9.475  0.25
C -17.109 -15.599 10.043  -0.04
O -18.119 -15.395 9.506  -0.30
O -16.717 -15.150 11.312  -0.44
H -15.164 -14.913 13.545  0.41
H -13.861 -15.867 12.904  0.34
H -15.469 -16.518 13.065  0.25
H -14.910 -14.178 11.054  0.40
H -14.780 -17.216 10.807  -1.20
H -14.082 -15.989 9.753  -0.16
C -14.853 -24.759 10.098  -1.14
C -13.382 -24.812 9.704  0.42
C -12.999 -24.594 8.304  0.31
O -11.879 -23.668 8.455  -0.35
C -11.864 -23.119 9.684  0.58
O -11.117 -22.260 10.097  -0.59
O -12.733 -23.849 10.475  -0.27
H -15.307 -23.785 9.915  -0.04
H -14.922 -24.960 11.167  0.33
H -15.462 -25.518 9.605  0.48
H -12.922 -25.761 9.980  0.25
H -13.826 -24.277 7.669  -0.49
H -12.650 -25.508 7.824  0.58
C -15.153 -23.416 13.762  -1.39
C -16.677 -23.351 13.890  0.20
C -17.297 -22.080 14.337  -0.11
O -18.319 -21.929 13.428  -0.30
C -18.122 -22.679 12.279  0.23
O -18.774 -22.714 11.261  -0.24
O -17.068 -23.443 12.498  -0.21
H -14.600 -23.390 14.701  0.49
H -14.736 -22.548 13.253  0.13
H -14.737 -24.268 13.224  0.39
H -17.022 -24.212 14.462  0.38
H -16.632 -21.224 14.222  0.05
H -17.606 -22.298 15.359  0.35
C -14.136 -17.512 5.015  -1.04
C -14.550 -16.516 6.138  1.15
C -14.572 -15.079 5.597  -0.58
O -15.867 -14.594 5.822  -0.38
C -16.597 -15.510 6.467  0.26
O -17.783 -15.364 6.824  -0.49
O -15.935 -16.640 6.593  0.47
H -13.175 -17.223 4.589  0.56
H -14.917 -17.544 4.255  0.56
H -14.137 -18.523 5.422  -0.49
H -13.915 -16.584 7.021  -0.59
H -14.307 -15.083 4.540  0.40
H -13.791 -14.512 6.104  0.33
C -11.766 -18.568 10.257  -1.12
C -11.313 -17.670 9.087  0.11
C -9.802 -17.657 8.916  -0.38
O -9.701 -17.802 7.504  -0.41
C -10.902 -18.181 6.968  0.34
O -11.061 -18.456 5.780  -0.56
O -11.835 -18.211 7.895  0.26
H -11.080 -18.370 11.081  0.56
H -11.711 -19.642 10.082  0.38
H -12.817 -18.369 10.468  -0.05
H -11.679 -16.644 9.130  0.24
H -9.370 -18.504 9.449  0.30
H -9.474 -16.647 9.166  0.36